1.
Formula: C3H9N3O
Source: the OMol25 dataset
Level of theory: wB97M-V/def2-TZVPD

Last column: natural (NBO) charge in e.
Cartesian coordinates (Å):
C -1.985 0.556 -0.308  -0.4205
N -0.628 0.995 -0.320  -0.4477
N 0.461 0.201 -0.525  -0.1682
N 0.842 -0.199 -1.902  -0.7046
C 1.041 -0.698 0.458  0.6728
C 0.900 -0.442 1.940  -0.7121
O 1.748 -1.618 0.021  -0.6251
H -2.384 0.175 -1.329  0.1653
H -2.231 -0.281 0.350  0.1986
H -2.652 1.322 -0.120  0.2066
H -0.599 1.829 -0.880  0.3626
H 1.674 0.335 -2.207  0.3534
H 1.137 -1.249 -1.931  0.3943
H -0.028 -0.075 2.208  0.2370
H 1.290 -1.309 2.375  0.2444
H 1.414 0.460 2.170  0.2432

Force components x, y, z for each atom (eV/Å):
C -0.69 -3.70 -2.80
N 0.07 1.00 0.91
N 2.30 -2.73 -0.44
N -0.38 -1.12 0.10
C 0.29 0.27 -2.11
C 0.52 0.69 -2.43
O -1.10 1.35 1.17
H 0.87 0.35 1.07
H 0.52 0.22 0.34
H -0.91 1.96 0.87
H 0.69 0.21 0.02
H -0.60 -0.35 0.72
H -0.82 2.57 0.56
H -2.49 -0.32 0.62
H 0.26 -0.95 1.24
H 1.46 0.54 0.16

Its orbital gap is 9.7 eV. As for the structure (SMILES): CNN(N)C(C)=O. The spin multiplicity is 1. The calculation puts the max |F| at 0.091 Eh/bohr. The energy above the lowest of the compared OMol25 structures with the same formula, charge and spin is 3.306 eV. The highest occupied orbital energy comes out at -8.7352 eV.


2.
Formula: C3H9N3O
Source: the OMol25 dataset
Level of theory: wB97M-V/def2-TZVPD

Last column: natural (NBO) charge in e.
Cartesian coordinates (Å):
N -2.008 1.625 0.697  -0.8413
C -1.878 0.258 0.223  -0.0606
N -0.648 0.108 -0.586  -0.6384
C 0.498 -0.047 0.180  0.6633
O 0.519 0.100 1.378  -0.5940
C 1.745 -0.302 -0.672  -0.3194
N 1.888 -1.609 -1.305  -0.8029
H -1.509 1.766 1.562  0.3754
H -2.986 1.868 0.797  0.3622
H -1.796 -0.448 1.049  0.1720
H -2.724 0.042 -0.410  0.1838
H -0.807 -0.666 -1.219  0.3770
H 1.711 0.462 -1.452  0.2112
H 2.635 -0.078 -0.074  0.2110
H 1.238 -1.700 -2.077  0.3472
H 1.612 -2.325 -0.643  0.3533

Force components x, y, z for each atom (eV/Å):
N -0.22 -0.18 -0.36
C 0.69 0.68 0.30
N -1.12 -0.56 0.70
C 0.54 -0.16 -0.88
O 0.00 0.25 0.35
C 0.33 0.62 0.05
N -0.55 -0.10 0.20
H -0.05 -0.01 0.12
H 0.21 0.08 0.17
H -0.32 -0.20 0.08
H -0.19 -0.21 -0.17
H 0.51 0.23 -0.49
H 0.11 -0.09 -0.07
H -0.25 -0.21 0.11
H 0.07 0.04 -0.14
H 0.24 -0.17 0.05

Its orbital gap is 10.1 eV. As for the structure (SMILES): NCNC(=O)CN. The spin multiplicity is 1. The calculation puts the max |F| at 0.028 Eh/bohr. The energy above the lowest of the compared OMol25 structures with the same formula, charge and spin is 0.813 eV. The highest occupied orbital energy comes out at -9.3729 eV.


3.
Formula: C3H9N3O2
Source: the OMol25 dataset
Level of theory: wB97M-V/def2-TZVPD

Last column: natural (NBO) charge in e.
Cartesian coordinates (Å):
N 1.131 -1.659 0.692  -0.8366
C 0.764 -0.777 -0.406  -0.2510
C -0.117 0.528 -0.089  0.1387
N -0.558 1.381 -1.169  -0.8542
N -1.172 0.367 0.891  -0.8650
C 0.972 1.446 0.671  0.7689
O 1.779 2.090 0.062  -0.6083
O 0.951 1.276 1.959  -0.6840
H 2.007 -1.333 1.136  0.3739
H 0.340 -1.747 1.306  0.3649
H 1.587 -0.288 -0.962  0.2231
H 0.326 -1.472 -1.039  0.1929
H -0.913 0.841 -1.967  0.3546
H 0.107 1.988 -1.589  0.3948
H -1.718 1.199 1.073  0.3957
H -1.802 -0.289 0.476  0.3759
H 0.053 0.627 2.111  0.5159

Force components x, y, z for each atom (eV/Å):
N 1.62 1.10 -0.12
C -0.29 1.69 0.46
C 2.21 2.43 1.08
N -1.28 -1.58 -1.30
N 0.11 -1.41 0.16
C -0.61 -1.31 -1.36
O 0.21 0.41 -0.01
O -2.58 -1.76 1.64
H -1.17 -0.34 0.22
H 0.21 -0.05 0.59
H 0.06 -0.77 0.51
H -1.60 -0.59 -1.97
H -0.11 0.07 0.50
H 1.15 0.48 0.32
H 0.27 0.36 -0.42
H -0.74 -0.65 0.29
H 2.55 1.91 -0.59

Its orbital gap is 9.9 eV. As for the structure (SMILES): NCC(N)(N)C(=O)O. The spin multiplicity is 1. The calculation puts the max |F| at 0.069 Eh/bohr. The energy above the lowest of the compared OMol25 structures with the same formula, charge and spin is 2.208 eV. The highest occupied orbital energy comes out at -9.2409 eV.


4.
Formula: C3H9N3O2
Source: the OMol25 dataset
Level of theory: wB97M-V/def2-TZVPD

Last column: natural (NBO) charge in e.
Cartesian coordinates (Å):
C -2.807 0.080 0.153  -0.6840
C -1.442 -0.482 -0.245  -0.1043
C 0.773 0.101 -0.115  0.6590
H -3.436 0.820 -0.552  0.2210
H -2.961 0.625 1.139  0.2334
H -3.489 -0.670 0.564  0.2277
H -1.359 -0.861 -1.317  0.1868
H -1.017 -1.654 0.325  0.2238
H 2.550 0.947 0.175  0.3922
H 1.698 3.110 -0.659  0.4515
H 2.887 -1.928 -0.582  0.3631
H 2.708 -1.789 1.062  0.3487
N 1.619 1.097 -0.254  -0.3571
N 1.096 -1.097 0.070  -0.4393
N 2.499 -1.244 0.084  -0.7155
O -0.516 0.595 -0.123  -0.4908
O 1.197 2.350 0.275  -0.5163

Force components x, y, z for each atom (eV/Å):
C -2.65 1.36 0.97
C 0.13 -2.96 -0.02
C -2.65 1.17 0.85
H 1.83 -2.02 0.95
H 1.80 0.12 -0.93
H -0.12 -0.82 -1.31
H -0.63 0.70 1.13
H -1.54 4.15 -1.02
H -0.91 -0.59 -0.73
H -2.58 -3.16 4.43
H -1.06 0.40 0.00
H -0.56 1.74 -2.95
N 3.51 2.91 0.65
N -0.58 -2.02 -0.92
N 2.35 -1.98 3.73
O 1.33 -2.34 0.17
O 2.36 3.32 -5.00

Its orbital gap is 8.9 eV. The spin multiplicity is 1. The calculation puts the max |F| at 0.125 Eh/bohr. The energy above the lowest of the compared OMol25 structures with the same formula, charge and spin is 8.450 eV. The highest occupied orbital energy comes out at -8.6543 eV.